1.
The following is a quantum chemistry calculation of a structure of composition C37H61As2BrO4P2Pt in a non-equilibrium geometry, from the OMol25 dataset.

Last column: Mulliken charge in e.
Positions of all 108 atoms, in Å:
Pt 1.152 -0.362 -0.387  1.214
C 0.901 1.174 3.290  -1.597
As 0.568 -0.365 2.092  1.116
C -1.177 -0.983 2.721  -1.035
C 1.806 -1.687 2.806  -0.663
C 1.522 -2.264 3.990  -0.899
C 2.444 -3.179 4.561  -0.747
C 3.625 -3.592 3.916  -1.081
C 3.929 -2.904 2.759  -0.445
C 3.005 -2.022 2.194  0.322
As 3.393 -1.290 0.439  0.838
C 4.160 -2.920 -0.419  -1.571
C 4.983 -0.259 0.861  -1.138
H 2.011 1.257 3.474  0.533
H 0.482 0.981 4.309  0.453
H 0.486 2.017 2.793  0.315
H -1.773 -1.028 1.870  -0.430
H -1.554 -0.209 3.361  0.657
H -1.013 -1.945 3.099  0.820
H 0.685 -2.007 4.575  0.514
H 2.151 -3.560 5.496  0.489
H 4.347 -4.204 4.443  0.416
H 4.843 -3.118 2.202  0.401
H 3.535 -3.809 -0.176  0.357
H 5.100 -3.241 -0.054  0.640
H 4.120 -2.773 -1.508  0.514
H 4.818 0.169 1.909  0.294
H 5.134 0.628 0.174  0.261
H 5.815 -0.907 0.694  0.522
Br -0.448 1.528 -2.767  0.216
C 1.293 2.106 -2.805  0.170
C 1.873 2.448 -4.192  -0.656
C 3.041 3.103 -4.279  -0.799
C 3.719 3.432 -3.079  -0.545
C 3.359 3.112 -1.823  0.747
C 4.162 3.468 -0.761  -1.201
C 3.577 3.065 0.633  -1.076
C 2.580 2.136 0.662  0.208
C 1.959 1.499 -0.465  1.126
C 2.196 2.164 -1.688  1.090
H 1.520 2.284 -5.318  0.242
H 3.366 3.310 -5.285  0.440
H 4.686 3.840 -3.201  0.456
H 4.992 4.157 -0.900  0.484
H 3.981 3.432 1.531  0.593
H 2.417 1.770 1.699  -0.625
C -0.595 -5.232 -1.105  -1.652
C 0.159 -3.949 -0.558  1.025
C -0.160 -3.828 0.896  -0.733
P 0.184 -2.403 -1.428  -0.156
C 1.322 -2.776 -2.839  1.744
C 1.215 -1.633 -3.850  -1.427
C 1.243 -4.169 -3.414  -1.852
C -1.483 -2.082 -2.116  0.717
C -2.495 -1.927 -0.922  -1.114
C -2.093 -2.934 -3.267  -1.788
H -0.237 -6.173 -0.654  0.384
H -0.541 -5.360 -2.229  0.303
H -1.682 -5.250 -0.875  0.350
H 1.248 -4.205 -0.676  0.058
H -1.118 -3.414 1.178  0.093
H 0.580 -3.270 1.415  -0.311
H -0.093 -4.778 1.460  0.559
H 2.292 -2.661 -2.435  -0.729
H 0.258 -1.493 -4.345  0.267
H 1.912 -1.841 -4.702  0.501
H 1.451 -0.665 -3.462  0.167
H 0.322 -4.390 -3.920  0.309
H 1.484 -4.985 -2.757  0.425
H 1.967 -4.322 -4.240  0.497
H -1.362 -1.146 -2.570  0.012
H -2.603 -2.847 -0.364  0.286
H -3.478 -1.705 -1.362  0.573
H -2.220 -1.091 -0.247  -0.094
H -2.444 -3.977 -3.017  0.220
H -1.364 -3.068 -4.057  0.392
H -2.872 -2.341 -3.679  0.552
C -4.464 1.524 -0.813  -0.723
C -5.149 1.263 0.484  1.361
C -5.624 -0.112 0.861  -1.346
C -6.160 2.412 0.864  -1.242
O -4.052 1.470 1.492  -0.085
P -2.690 2.149 1.540  -1.110
O -1.625 1.527 0.697  1.460
O -2.054 1.882 2.957  -0.497
O -3.012 3.673 1.193  0.055
C -1.931 4.913 1.216  1.682
C -0.651 4.412 0.551  -1.058
C -2.551 5.911 0.283  -1.702
C -1.933 5.314 2.688  -1.537
H -5.201 1.730 -1.609  0.520
H -4.021 0.595 -1.118  -0.202
H -3.807 2.365 -0.702  0.181
H -6.501 -0.441 0.258  0.370
H -5.887 -0.107 1.939  0.371
H -4.783 -0.774 0.719  0.212
H -7.010 2.634 0.240  0.415
H -5.636 3.430 0.974  0.122
H -6.645 2.205 1.860  0.314
H -0.911 4.265 -0.461  0.401
H -0.354 3.386 0.835  -0.234
H 0.133 5.228 0.654  0.460
H -2.547 5.458 -0.738  0.379
H -1.982 6.839 0.262  0.407
H -3.610 6.101 0.462  0.389
H -1.583 4.505 3.327  0.296
H -2.953 5.450 2.927  0.423
H -1.373 6.258 2.851  0.401

Summary:
- <S²> = 6.0481
- HOMO-LUMO gap (spin up / spin down) (Ha) = 0.2251 / 0.2258
- multiplicity = 5
- energy relative to the best compared isomer or geometry (same formula, charge and spin) (kJ/mol) = 307.4
- electronic energy (eV) = -261075.3136
- E_HOMO (spin up / spin down) (eV) = -12.52 / -14.05
- LUMO (spin up / spin down) (eV) = -6.4 / -7.9
- net charge = +2

---

2.
The following is a quantum chemistry calculation of a structure of composition CH3NO3S in a non-equilibrium geometry, from the OMol25 dataset.

Last column: natural (NBO) charge in e.
Positions of all 9 atoms, in Å:
C -0.502 0.056 0.018  0.321
N 0.324 -0.315 -0.837  -0.700
O 2.013 1.961 1.031  -0.820
O -0.128 2.484 2.029  -0.826
O -0.642 -0.606 1.159  -0.685
S 0.574 1.993 0.870  1.662
H -1.389 0.750 -0.035  0.178
H 0.323 0.169 -1.786  0.368
H -0.081 -1.332 1.355  0.503

Summary:
- HOMO-LUMO gap (Ha) = 0.3472
- multiplicity = 1
- energy relative to the best compared isomer or geometry (same formula, charge and spin) (kJ/mol) = 166.1
- electronic energy (eV) = -19551.5927
- E_HOMO (eV) = -10.74
- LUMO (eV) = -1.3
- net charge = 0

---

3.
The following is a quantum chemistry calculation of the ion C4H13N2 with charge +1 in a non-equilibrium geometry, from the OMol25 dataset.

Last column: natural (NBO) charge in e.
Positions of all 19 atoms, in Å:
C 0.281 -1.716 0.195  -0.642
C 0.923 -0.487 -0.462  -0.084
C 0.969 0.771 0.357  -0.431
C -0.364 1.159 1.145  -0.208
N -1.561 0.750 0.292  -0.743
N 0.188 -0.042 -1.723  -0.851
H -0.769 -1.575 0.425  0.179
H 0.335 -2.681 -0.360  0.252
H 0.667 -1.934 1.212  0.244
H 1.923 -0.873 -0.769  0.226
H 1.157 1.625 -0.339  0.224
H 1.763 0.732 1.131  0.257
H -0.539 0.451 2.019  0.234
H -0.410 2.178 1.139  0.231
H -2.113 0.057 0.737  0.425
H -2.311 1.491 0.117  0.443
H 0.761 0.551 -2.263  0.384
H 0.151 -0.897 -2.283  0.385
H -1.051 0.442 -0.570  0.477

Summary:
- HOMO-LUMO gap (Ha) = 0.4142
- multiplicity = 1
- energy relative to the best compared isomer or geometry (same formula, charge and spin) (kJ/mol) = 140.4
- electronic energy (eV) = -7332.0325
- E_HOMO (eV) = -14.47
- LUMO (eV) = -3.2
- net charge = +1